{
  "formula": "C43H50BF6N7O3S3Tl",
  "method": "the ωB97M-V functional and the def2-TZVPD basis",
  "symbols": ["Tl", "C", "C", "C", "C", "N", "N", "B", "N", "N", "C", "C", "C", "C", "C", "S", "C", "C", "C", "C", "N", "N", "C", "C", "C", "C", "C", "S", "C", "C", "C", "C", "C", "S", "C", "C", "C", "C", "H", "H", "H", "H", "H", "H", "H", "H", "H", "H", "H", "H", "H", "H", "H", "H", "H", "H", "H", "H", "H", "H", "H", "H", "H", "H", "H", "H", "H", "H", "H", "H", "H", "H", "H", "H", "H", "H", "H", "C", "C", "C", "C", "C", "C", "C", "F", "C", "C", "C", "O", "C", "C", "N", "C", "C", "O", "O", "H", "H", "H", "H", "H", "H", "H", "H", "H", "H", "H", "F", "C", "F", "C", "F", "F", "F"],
  "positions_angstrom": [[1.99077, 3.42290, 0.12757], [-2.55751, 3.41901, -3.78922], [-2.24551, 1.97678, -3.76006], [-2.40961, 1.08302, -4.74145], [-2.06385, -0.25196, -4.72051], [-1.54137, -0.77302, -3.67378], [-1.47649, -0.01965, -2.51137], [-1.12483, -0.69140, -1.26520], [-1.72170, -0.32046, 0.06545], [-3.06386, -0.38942, -0.11509], [-3.82737, 0.05954, 0.84797], [-3.21372, 0.70897, 1.99158], [-1.87614, 0.82641, 2.15335], [-1.23940, 1.40914, 3.36071], [-1.06967, 0.23591, 1.15600], [0.60488, 0.12590, 1.03973], [-5.28008, -0.12996, 0.75804], [-5.66127, -0.59937, -0.69548], [-5.82318, -1.07912, 1.87063], [-5.96653, 1.27915, 0.95400], [-0.49423, -2.03954, -1.44350], [-1.49343, -2.87623, -1.03280], [-1.27022, -4.13535, -1.32105], [-0.22513, -4.50779, -2.18212], [0.72627, -3.65475, -2.66715], [1.85841, -4.08532, -3.55850], [0.61799, -2.27245, -2.21548], [1.73202, -1.03073, -2.46351], [-2.28758, -5.09494, -0.82636], [-3.34486, -4.39808, 0.01031], [-3.05187, -5.72141, -2.04803], [-1.61014, -6.24935, 0.03414], [-1.59589, 1.41467, -2.55434], [-0.90804, 2.41910, -1.38268], [-2.16662, -1.18155, -5.91478], [-1.54385, -2.54395, -5.58753], [-1.42296, -0.54887, -7.09398], [-3.65171, -1.51794, -6.22387], [-3.61468, 3.56197, -4.09509], [-2.39667, 3.90587, -2.80967], [-1.95404, 3.86945, -4.52575], [-2.76925, 1.46722, -5.69933], [-3.88988, 1.14101, 2.71902], [-1.91931, 1.44755, 4.21611], [-0.33588, 0.91213, 3.65482], [-0.93234, 2.45718, 3.11837], [-5.36127, -1.65130, -0.94300], [-6.73538, -0.56636, -0.72942], [-5.19731, 0.04756, -1.35871], [-5.25503, -1.98195, 1.98830], [-5.79171, -0.51070, 2.81648], [-6.87651, -1.31762, 1.58000], [-5.79120, 1.99245, 0.10059], [-6.98928, 1.26474, 1.25933], [-5.52828, 1.63832, 1.88863], [-0.07128, -5.53906, -2.38918], [1.42472, -4.78319, -4.28345], [2.26605, -3.23123, -4.09647], [2.64717, -4.59122, -2.99067], [-3.82792, -3.68540, -0.62280], [-4.01625, -5.15144, 0.44043], [-2.94330, -3.90357, 0.91541], [-3.04624, -4.89994, -2.79051], [-2.51375, -6.54452, -2.43262], [-4.12979, -5.96976, -1.79722], [-1.08650, -5.83260, 0.89518], [-2.35308, -6.93108, 0.50421], [-0.92764, -6.84719, -0.57935], [-0.43276, -2.54662, -5.45998], [-1.88788, -2.91615, -4.58762], [-1.77842, -3.32707, -6.33024], [-0.33778, -0.62466, -6.83959], [-1.53349, -1.15908, -8.00173], [-1.74718, 0.46653, -7.35734], [-4.14719, -1.73211, -5.24371], [-4.19776, -0.76921, -6.76309], [-3.70221, -2.46981, -6.78789], [4.10736, 2.90094, 8.06966], [5.22741, 2.81669, 7.03972], [6.21609, 1.67714, 7.38294], [7.49093, 1.84099, 6.51071], [7.09949, 1.99529, 5.02824], [8.03927, 1.70106, 4.00425], [7.60646, 1.77307, 2.67262], [8.43972, 1.23339, 1.64830], [6.38153, 2.22998, 2.28952], [5.42173, 2.50541, 3.29882], [4.01961, 2.73771, 2.89235], [3.74539, 2.45430, 1.64914], [3.13592, 3.23445, 3.89260], [3.59745, 3.18756, 5.22651], [4.81814, 2.77368, 5.61282], [5.81363, 2.35430, 4.68000], [1.66418, 3.50248, 3.75279], [0.93603, 3.79982, 4.75754], [1.15855, 3.37838, 2.55382], [4.42581, 3.04751, 9.10356], [3.51297, 1.95098, 7.92645], [3.36784, 3.69626, 7.82799], [5.90318, 3.72105, 7.17452], [5.68425, 0.73923, 7.14813], [6.38313, 1.73982, 8.45138], [8.05664, 0.88754, 6.63119], [8.11308, 2.69347, 6.75048], [9.07071, 1.42216, 4.14177], [6.09398, 2.33952, 1.26139], [2.95778, 3.46065, 6.05826], [4.02560, 5.44138, -2.45918], [3.46037, 4.17137, -2.35680], [4.49003, 3.21198, -2.56371], [2.45237, 4.11950, -3.50922], [3.08576, 4.30698, -4.68733], [1.51059, 5.10456, -3.45873], [1.86586, 2.89233, -3.56666]],
  "atomic_forces_ev_per_a": [[-0.269, -0.013, -0.501], [-1.542, 0.072, 0.604], [0.917, -1.554, 1.996], [-1.401, 2.601, -2.121], [1.234, -1.811, 0.698], [-0.245, -0.510, 1.934], [0.001, 2.435, -0.810], [1.440, -0.325, 0.288], [-0.964, 0.895, -0.541], [-0.587, 0.185, 0.934], [2.457, 0.164, 0.265], [-0.711, -0.174, -0.407], [-0.497, -0.620, 0.957], [-0.346, 1.625, -0.121], [1.758, -1.296, -2.290], [-0.632, 0.180, 0.421], [-2.059, 0.263, -1.311], [-0.178, -2.143, 2.409], [-0.701, 1.284, -0.710], [1.511, -0.089, 0.271], [-1.336, 1.293, 0.080], [1.999, -1.244, -0.443], [-0.848, 1.320, 0.175], [1.600, 0.176, -0.295], [-0.388, 0.571, 0.732], [-0.738, -0.192, -0.115], [0.453, 0.197, 0.181], [-0.829, -0.857, -0.060], [-0.768, -2.338, 0.881], [0.574, -0.414, 1.447], [-0.802, 1.875, 0.726], [-0.706, 0.452, -0.162], [0.488, 0.139, 0.812], [-0.877, -1.430, -0.941], [-0.381, -0.547, -0.552], [0.937, -0.999, 1.171], [0.750, -0.688, -0.288], [0.151, -0.898, 1.074], [0.488, -0.059, 0.119], [0.015, -0.386, -0.639], [0.831, 0.858, -0.821], [-0.208, -0.049, 0.172], [0.227, -0.079, 0.218], [-0.079, -0.032, -0.199], [0.460, -0.366, -0.087], [0.033, -0.664, 0.284], [-0.023, 0.901, 0.376], [-0.561, 0.177, -0.375], [0.624, 1.193, -1.519], [0.320, -0.472, -0.109], [-0.225, -0.444, -0.190], [0.741, 0.086, 0.558], [-0.103, -0.756, 0.947], [-1.089, -0.511, -0.526], [0.207, 0.688, -0.374], [-0.205, -0.874, -0.297], [0.326, -0.084, 0.035], [0.088, -0.002, 0.175], [-0.098, 0.188, -0.103], [-0.698, 0.552, -0.031], [-0.223, 0.108, -0.540], [0.088, 0.133, -0.665], [-0.369, -0.626, -0.036], [0.368, -1.056, -0.580], [1.405, 0.068, -0.240], [0.299, 0.175, -0.188], [0.144, 0.390, -0.687], [-0.021, 0.097, 0.191], [-0.724, 0.395, -0.244], [-0.015, 0.289, -0.911], [-0.011, 0.560, 0.086], [-0.702, 0.663, -0.291], [-0.172, 0.035, 0.190], [0.267, -0.208, 0.280], [0.125, 0.273, -0.772], [-0.252, 0.587, -0.180], [0.044, 0.606, 0.073], [-1.799, -0.673, -1.463], [1.852, 1.388, 0.845], [-0.699, 0.635, -1.351], [-0.757, -1.470, -0.504], [1.706, -0.771, 0.233], [-1.455, 0.260, -0.509], [1.230, -0.918, -0.765], [-0.922, 1.214, 1.790], [-1.038, 0.081, 0.999], [1.331, -0.797, 0.619], [-0.475, -0.591, -3.690], [0.900, 0.976, 3.616], [0.362, -0.521, 2.439], [0.040, -0.043, -1.531], [1.032, -0.831, 0.737], [-2.199, 1.603, -1.657], [-3.626, 0.432, -1.639], [2.108, -0.560, -0.942], [1.473, 0.386, 2.485], [0.268, -0.242, -0.313], [0.475, 0.764, 0.684], [0.673, -0.295, 0.359], [-0.939, -0.456, -0.338], [0.485, 0.035, 0.136], [0.341, -0.138, 0.130], [0.029, 0.857, -0.195], [0.093, 0.114, 0.597], [0.041, -0.205, 0.533], [-0.107, -0.197, -0.280], [-0.282, 0.043, -0.658], [0.570, -0.010, -0.425], [-1.554, -0.356, 1.827], [-0.523, 0.825, -0.778], [1.821, -0.303, 0.416], [-0.236, -0.090, -1.154], [0.225, -0.928, 0.319], [-0.229, 0.844, -0.064]],
  "relative_energy_kcal_mol": 11.61,
  "lumo_ev": 1.4,
  "total_charge": -1,
  "gap_ha": 0.16103
}